(i)
H26O13 | ωB97M-V/def2-TZVPD

Each line ends with the natural charge from an NBO analysis.
Positions of all 39 atoms, in Å:
1 H -0.03529 -0.79846 -0.67814  0.4678
2 H -0.69936 0.55600 -0.49242  0.4502
3 H -3.45782 0.09726 -1.94105  0.4676
4 H -3.47211 0.96344 -0.69222  0.4689
5 H 1.84775 -2.43568 -1.29992  0.4647
6 H 1.12306 -1.77230 -0.14027  0.4763
7 H -0.64748 -3.01066 -0.80370  0.4963
8 H 0.56756 -3.65728 -1.44838  0.4736
9 H -1.52054 -1.72295 -1.87900  0.4739
10 H -1.92155 -1.58418 -0.41956  0.4750
11 H 0.91706 0.24933 -2.94703  0.4810
12 H -0.12640 1.04750 -2.18272  0.4652
13 H -3.12544 -0.94744 1.67640  0.4671
14 H -4.31620 -0.12398 2.13904  0.4585
15 H 4.04217 1.65303 -1.47485  0.4696
16 H 4.02304 0.70698 -0.28545  0.4829
17 H -1.19825 2.25182 0.00600  0.4505
18 H -1.06314 3.71243 0.40398  0.4808
19 H 0.10195 -1.37450 3.10429  0.4481
20 H -0.09143 0.12307 3.27727  0.4741
21 H 0.88437 2.63111 -0.62636  0.5120
22 H 0.13169 3.90040 -0.99025  0.4542
23 H 2.44045 -2.99763 1.25377  0.4819
24 H 1.95907 -2.80247 2.68214  0.4515
25 H 1.37744 2.92832 1.48605  0.4718
26 H 2.67382 2.23195 1.10588  0.4803
27 O -0.30390 -0.17067 0.00210  -0.9259
28 O -3.22248 0.08711 -1.00644  -0.9407
29 O 2.00528 -1.92836 -0.49569  -0.9412
30 O -0.00923 -2.88799 -1.51545  -0.9691
31 O -2.27129 -1.82852 -1.28384  -0.9392
32 O 0.32446 0.19564 -2.18878  -0.9405
33 O -3.35301 -0.14831 2.16485  -0.9251
34 O 3.68925 1.56093 -0.58269  -0.9488
35 O -1.69709 2.98681 0.38007  -0.9478
36 O -0.51338 -0.65974 2.90559  -0.9208
37 O 0.47201 3.40900 -0.23414  -0.9613
38 O 2.73300 -2.68945 2.11889  -0.9402
39 O 1.73193 2.24846 0.90200  -0.9431

As for the LUMO energy: -0.13 eV. Its total charge is 0. The value obtained for the highest occupied orbital energy is -10.01 eV.

***

(ii)
H26O13 | ωB97M-V/def2-TZVPD

Each line ends with the natural charge from an NBO analysis.
Positions of all 39 atoms, in Å:
1 O -12.74200 19.19000 4.41700  -0.9622
2 H -12.54200 19.88200 4.97800  0.4592
3 H -12.90900 19.62600 3.58100  0.4885
4 O -8.73900 20.14300 4.64600  -0.9503
5 H -9.52200 20.40300 4.21100  0.4820
6 H -8.67800 20.64200 5.47000  0.4919
7 O -6.46800 18.92800 2.77400  -0.9703
8 H -6.01400 19.45600 2.10300  0.4744
9 H -7.40500 19.25600 2.77800  0.4896
10 O -8.14100 17.46400 5.05500  -0.9843
11 H -7.96300 17.11500 4.14700  0.4773
12 H -8.32300 18.40600 4.87800  0.5009
13 O -10.01500 19.42200 -0.80400  -0.9495
14 H -10.86700 19.26500 -1.20600  0.4691
15 H -10.13800 20.14300 -0.15300  0.4791
16 O -10.30800 18.93200 2.38300  -0.9885
17 H -10.38800 18.10200 2.86000  0.5115
18 H -11.15900 18.94300 1.96000  0.5024
19 O -8.57900 20.68100 1.78300  -0.9847
20 H -9.27700 20.03200 2.07600  0.4853
21 H -8.93100 21.50000 2.01300  0.4537
22 O -10.72100 16.34100 3.22200  -0.9514
23 H -10.21600 15.64600 2.79100  0.5012
24 H -10.80800 15.95200 4.12500  0.5067
25 O -13.27100 15.86500 3.43700  -0.9871
26 H -12.32900 16.17000 3.34000  0.4740
27 H -13.42900 15.44600 4.27500  0.4750
28 O -13.02000 17.82300 1.07600  -0.9638
29 H -12.31900 17.31900 0.67900  0.4791
30 H -12.97600 17.38400 1.90900  0.4661
31 O -10.42500 18.19700 6.48300  -0.9911
32 H -11.06400 18.37200 5.76600  0.4750
33 H -9.65100 17.71200 6.12400  0.4964
34 O -12.84000 20.88700 2.40700  -0.9596
35 H -13.78000 20.97900 2.36500  0.4890
36 H -12.46200 21.50500 1.78100  0.4904
37 O -11.03000 16.78600 -0.25400  -0.9758
38 H -10.67800 16.74300 -1.20200  0.5042
39 H -10.36500 17.15800 0.33200  0.4962

As for the LUMO energy: -0.24 eV. Its total charge is 0. The value obtained for the highest occupied orbital energy is -10.70 eV.

***

(iii)
H26O13 | ωB97M-V/def2-TZVPD

Each line ends with the natural charge from an NBO analysis.
Positions of all 39 atoms, in Å:
1 O 2.27011 1.92038 -0.75987  -0.9993
2 H 3.08656 1.89473 -1.26819  0.4910
3 H 1.59039 1.48788 -1.31875  0.5011
4 O -3.10350 0.00674 -2.19615  -0.9608
5 H -2.97907 0.54336 -1.38060  0.5122
6 H -3.96644 -0.39427 -2.03232  0.4864
7 O 2.20703 -0.70788 -2.83427  -0.9548
8 H 2.49336 -0.83823 -1.91811  0.4823
9 H 1.79332 -1.56264 -3.00215  0.4677
10 O -0.09879 1.52355 1.17337  -0.9563
11 H -0.22700 2.47164 1.20647  0.4752
12 H 0.52940 1.41040 0.45224  0.4865
13 O -1.98759 2.81309 2.47072  -0.9567
14 H -1.22216 3.35710 2.31047  0.4683
15 H -1.87742 2.07447 3.06834  0.4959
16 O -0.79074 -1.23989 1.03044  -0.9791
17 H -0.97649 -0.96518 0.11733  0.4837
18 H -0.57413 -0.36167 1.38834  0.4873
19 O 0.08661 1.76206 -2.33482  -0.9463
20 H 0.52215 2.11413 -3.12235  0.4829
21 H -0.34455 0.98348 -2.71348  0.4872
22 O 2.84700 -1.40191 0.02247  -0.9636
23 H 1.90535 -1.29332 -0.16634  0.4811
24 H 2.85765 -2.15110 0.63312  0.4991
25 O 2.36215 0.71348 1.77120  -0.9963
26 H 2.20093 1.35737 1.07353  0.4837
27 H 2.87099 -0.03388 1.42301  0.4899
28 O -2.98472 1.17138 0.26311  -0.9897
29 H -3.48197 1.98751 0.29989  0.4979
30 H -2.14096 1.16505 0.73215  0.5175
31 O -0.46325 -4.02269 0.30400  -0.9662
32 H -0.48743 -3.20052 0.81645  0.4868
33 H -1.00062 -3.74233 -0.44936  0.4734
34 O 1.42871 -1.42470 3.90086  -0.9623
35 H 1.27818 -0.82640 3.16412  0.4896
36 H 0.60550 -1.78856 4.23067  0.4708
37 O -1.34417 -1.79559 -1.80470  -1.0283
38 H -2.03165 -1.06878 -1.93730  0.4938
39 H -0.85273 -1.93825 -2.61352  0.4682

As for the LUMO energy: -0.14 eV. Its total charge is 0. The value obtained for the highest occupied orbital energy is -10.53 eV.

***

(iv)
H26O13 | ωB97M-V/def2-TZVPD

Each line ends with the natural charge from an NBO analysis.
Positions of all 39 atoms, in Å:
1 O -0.94967 0.68129 3.47442  -0.9743
2 H -0.94581 -0.18474 2.96899  0.5031
3 H -1.71754 1.07632 3.01975  0.5121
4 O 1.42740 -1.48880 -3.17545  -0.9788
5 H 1.92706 -1.50285 -4.00101  0.4806
6 H 1.04734 -0.62180 -3.06546  0.4951
7 O 0.12778 2.63835 0.19832  -1.0040
8 H 0.70607 3.11899 -0.42045  0.4951
9 H 0.54948 2.77530 1.07654  0.5216
10 O -0.41040 -2.10499 2.27039  -0.9978
11 H -0.31417 -2.03273 1.29412  0.5043
12 H -0.81285 -3.00917 2.31735  0.4780
13 O -2.20110 -1.93072 -3.07699  -0.9541
14 H -1.33422 -2.02065 -3.54827  0.4795
15 H -2.11481 -1.09301 -2.60479  0.4763
16 O -2.78594 0.66387 1.70282  -0.9959
17 H -2.64434 0.83990 0.69567  0.5016
18 H -3.03584 -0.26735 1.61247  0.4714
19 O -1.91307 0.96430 -0.85899  -0.9705
20 H -1.20259 0.37935 -0.51336  0.4924
21 H -1.50896 1.81892 -0.60593  0.5117
22 O -0.38426 2.76442 -2.96739  -0.9618
23 H 0.24067 2.11374 -2.63415  0.4849
24 H -1.24126 2.30308 -2.78604  0.4702
25 O 1.11100 0.71999 -1.53212  -1.0469
26 H 0.71671 1.05887 -0.70388  0.4934
27 H 1.77332 0.04806 -1.25091  0.5194
28 O -0.36049 -1.94253 -0.48321  -0.9862
29 H -1.17747 -2.38234 -0.73492  0.4895
30 H 0.22103 -2.00938 -1.22279  0.5188
31 O 2.42375 -0.70897 2.26303  -0.9869
32 H 2.03807 0.15823 2.39101  0.4984
33 H 1.82734 -1.34751 2.67631  0.4860
34 O 1.21480 1.89960 2.60491  -1.0295
35 H 0.35259 1.41746 2.88617  0.5067
36 H 1.62807 2.02236 3.48998  0.4844
37 O 2.32456 -1.45952 -0.48827  -0.9781
38 H 3.12680 -1.86002 -0.74335  0.4810
39 H 2.27099 -1.49531 0.47548  0.5095

As for the LUMO energy: 0.05 eV. Its total charge is 0. The value obtained for the highest occupied orbital energy is -11.11 eV.

***

Most stable structure, least stable structure: (iv), (i).